Entry 1:
{
  "formula": "C4H10O2",
  "method": "wB97M-V/def2-TZVPD",
  "species": ["C", "C", "C", "O", "C", "O", "H", "H", "H", "H", "H", "H", "H", "H", "H", "H"],
  "coordinates": [[1.55509, -0.56523, -0.19976], [0.25362, 0.17429, 0.08248], [-0.14018, 0.01839, 1.55336], [0.47216, 1.54171, -0.22442], [-0.84062, -0.33741, -0.86244], [-1.93748, 0.57559, -0.79146], [1.88514, -0.36818, -1.22448], [2.34051, -0.21904, 0.47966], [1.42258, -1.64374, -0.05677], [-0.21208, -1.03769, 1.84049], [0.62654, 0.49382, 2.17358], [-1.10216, 0.49887, 1.75773], [-0.42046, 1.90177, -0.37336], [-0.43285, -0.35989, -1.88155], [-1.16930, -1.35338, -0.59741], [-2.30052, 0.68012, -1.67564]],
  "atomic_forces_ev_per_a": [[0.0241, 0.0057, 0.0051], [0.1313, -0.3833, 0.0202], [-0.0485, 0.0174, 0.0327], [-0.3166, 0.2036, -0.0695], [0.1230, -0.1005, -0.0520], [-0.0820, -0.0770, -0.1316], [-0.0594, -0.0733, 0.1206], [-0.1323, -0.0485, -0.0704], [0.0544, 0.1453, -0.0446], [-0.0040, 0.1505, -0.0906], [-0.1362, -0.0608, -0.0758], [0.1145, -0.0413, -0.0479], [0.3436, 0.0397, 0.0959], [-0.0473, 0.0120, 0.1380], [0.0900, 0.2086, 0.0494], [-0.0546, 0.0019, 0.1204]],
  "relative_energy_ev": 0.463,
  "gap_ev": 10.82,
  "smiles": "CC(C)(O)CO"
}

Entry 2:
{
  "formula": "C13H52N26O13",
  "method": "wB97M-V/def2-TZVPD",
  "species": ["C", "O", "N", "N", "H", "H", "H", "H", "C", "O", "N", "N", "H", "H", "H", "H", "C", "O", "N", "N", "H", "H", "H", "H", "C", "O", "N", "N", "H", "H", "H", "H", "C", "O", "N", "N", "H", "H", "H", "H", "C", "O", "N", "N", "H", "H", "H", "H", "C", "O", "N", "N", "H", "H", "H", "H", "C", "O", "N", "N", "H", "H", "H", "H", "C", "O", "N", "N", "H", "H", "H", "H", "C", "O", "N", "N", "H", "H", "H", "H", "C", "O", "N", "N", "H", "H", "H", "H", "C", "O", "N", "N", "H", "H", "H", "H", "C", "O", "N", "N", "H", "H", "H", "H"],
  "coordinates": [[10.81551, 0.52902, 0.50369], [9.67910, 0.88645, 0.78909], [11.01413, -0.64531, 0.11373], [11.91659, 1.16305, 0.71661], [11.93368, -1.06036, 0.16123], [10.20834, -1.24188, 0.23583], [12.79591, 0.87394, 0.31249], [11.94632, 2.02403, 1.24381], [18.46786, -6.14879, 1.71098], [19.10821, -5.81969, 0.70718], [17.19654, -6.44798, 1.66913], [19.06131, -6.32630, 2.84811], [16.75347, -6.81523, 2.49913], [16.61384, -5.93167, 1.02571], [20.05205, -6.48227, 2.72886], [18.72705, -6.50115, 3.78502], [13.03523, -3.94729, 1.84847], [12.07725, -3.81674, 1.09068], [13.18142, -3.38878, 3.02103], [14.16763, -4.50432, 1.54203], [14.04522, -3.49100, 3.53435], [12.35411, -2.88925, 3.31450], [14.44749, -4.73873, 0.60031], [14.85654, -4.43626, 2.27747], [10.55315, -4.91754, 6.58320], [10.84427, -5.98326, 7.07307], [10.71844, -4.69321, 5.33754], [9.95694, -3.95155, 7.21622], [10.67781, -3.72536, 5.05168], [10.99392, -5.39437, 4.66480], [10.03276, -4.00307, 8.22205], [9.51844, -3.12670, 6.83224], [13.53731, 0.65388, 5.18031], [14.07024, 1.73404, 5.18575], [13.43684, 0.00313, 6.28520], [13.40846, 0.01703, 4.05500], [13.20526, -0.97989, 6.29662], [13.62237, 0.54997, 7.11384], [13.90352, 0.37467, 3.25057], [12.80584, -0.78960, 3.97566], [10.25946, -1.11652, 4.63311], [11.09984, -1.94164, 4.36805], [9.46787, -0.60342, 3.80393], [10.25182, -0.53487, 5.80757], [9.52054, -0.88194, 2.83452], [8.68195, -0.08171, 4.16484], [9.73956, 0.28033, 6.11278], [10.93795, -1.04542, 6.34484], [15.55075, -6.41923, -1.32353], [15.13888, -6.18749, -0.20519], [14.80105, -6.71615, -2.29107], [16.81135, -6.48155, -1.45681], [13.84230, -7.02156, -2.20372], [15.27761, -6.76147, -3.18042], [17.31014, -6.35045, -2.32521], [17.17059, -6.62794, -0.52428], [9.59025, -5.22614, -1.68882], [8.61737, -5.61287, -1.01409], [10.92794, -5.20349, -1.35887], [9.48022, -4.62188, -2.83194], [11.47651, -4.79636, -2.10279], [11.17019, -5.32378, -0.38576], [10.31925, -4.16008, -3.15267], [8.69417, -4.06467, -3.13483], [8.31758, -2.70939, 1.09832], [8.45571, -1.90106, 0.21159], [7.18433, -2.99012, 1.60159], [9.28443, -3.45215, 1.48459], [7.04439, -3.46846, 2.48006], [6.53546, -2.34200, 1.17850], [9.07796, -3.99091, 2.31357], [10.20978, -3.57581, 1.09919], [16.94776, -3.04744, 3.90275], [16.31502, -4.03650, 3.62382], [18.17836, -2.70382, 3.59763], [16.42772, -2.22543, 4.79453], [18.77305, -3.34288, 3.08963], [18.51329, -1.78032, 3.83227], [15.46593, -2.38080, 5.06083], [16.93533, -1.43209, 5.15928], [16.72476, -6.97919, 5.42298], [17.88952, -6.64309, 5.38474], [16.21552, -8.14052, 5.63021], [15.85595, -6.12066, 5.05889], [15.30613, -8.57969, 5.61485], [16.85880, -8.83339, 5.98550], [14.87536, -6.36078, 5.02883], [16.24643, -5.34147, 4.54852], [14.00476, -8.69341, 2.12463], [13.59161, -9.58458, 2.84109], [13.42693, -7.55343, 1.88485], [15.03136, -8.94570, 1.41121], [13.98908, -7.06065, 1.20569], [12.73023, -7.05084, 2.41599], [15.60126, -8.31284, 0.86825], [15.35558, -9.89145, 1.55458], [13.90076, -3.50034, 7.03464], [13.98901, -2.76502, 6.04509], [13.10545, -3.36410, 8.08538], [14.49224, -4.57768, 7.01280], [13.41469, -3.85676, 8.91107], [12.48137, -2.57123, 8.13007], [14.47637, -5.20424, 7.80480], [15.14408, -4.87550, 6.30110]],
  "atomic_forces_ev_per_a": [[-3.5199, 1.9228, 1.9972], [-0.6366, 1.5628, 0.4752], [1.0785, -6.9026, -2.5528], [4.4599, 4.2413, 1.0480], [-0.3489, -0.1325, -0.0076], [-0.3409, -0.4709, -0.6569], [-0.3556, -0.0015, 0.1312], [-0.2845, -0.1109, -0.3484], [1.5167, 0.3738, -2.1111], [-0.2030, 0.3570, -0.5156], [-3.2927, -0.4963, -0.1011], [3.3293, -0.5399, 2.7794], [-0.0889, 0.2594, -0.1076], [-0.3090, -0.1251, 0.2363], [-0.0196, 0.3165, 0.1760], [-0.8070, -0.0420, -0.0087], [0.4035, 1.0377, -1.2295], [-1.0846, -0.2910, -0.4240], [-2.1071, 1.4911, 2.5325], [2.6146, -1.9111, -1.3856], [-0.5460, 0.3801, 0.3332], [0.3629, 0.1093, 0.9355], [-0.2498, -0.2453, 0.3074], [0.5838, -0.2990, -0.7214], [0.2679, -3.0810, 0.4207], [0.6550, -1.5240, 1.7490], [0.5592, 1.6411, -5.3342], [-1.6105, 3.2706, 3.6710], [0.2542, -0.1292, -0.6802], [0.0623, 0.1247, 0.5461], [-0.3366, 0.0324, -0.1909], [0.2819, -0.3789, -0.1961], [2.7650, 1.6975, -0.8478], [0.6267, 3.4382, 0.0046], [-1.7936, -2.0876, 4.0095], [-1.3426, -2.3665, -3.3296], [0.4387, -0.0897, 0.1586], [-0.1124, -0.3821, -0.1208], [-0.5181, 0.0518, 0.2678], [0.2545, -0.0638, -0.1827], [1.3510, 0.8609, 0.8017], [1.8986, -2.5929, -0.4372], [-4.1074, 1.5237, -4.0429], [0.5509, -0.4555, 3.5436], [-0.3569, 0.2443, -0.1267], [0.1422, 0.1130, -0.7474], [0.3384, -0.3259, -0.1233], [-0.1969, 0.9813, 0.9493], [-0.8543, 0.2666, 2.5393], [-1.9781, 0.0729, 2.7035], [-3.1403, -0.8527, -5.3730], [4.7324, -0.0040, -0.7603], [0.1695, 0.4913, 0.0778], [-0.7012, -0.5173, -0.1114], [0.2985, -0.3958, 0.5936], [1.7721, 0.5047, -0.6409], [-1.3025, -0.5935, 3.8906], [2.0018, 0.1631, -0.7189], [-0.6233, -1.3566, 0.5559], [-0.5736, 2.5456, -5.0340], [0.7174, -0.1406, 1.3284], [0.6123, 0.2435, -0.3594], [-0.3604, -0.0399, -0.1706], [-0.4622, -0.7414, 0.5286], [2.4928, 0.4748, -2.7325], [-0.0464, 2.0566, -1.9627], [-5.4459, 0.2188, 1.8145], [3.3777, -2.9991, 3.0794], [-0.2396, 0.1837, -0.4393], [-0.8515, -0.3270, 0.8133], [0.5305, -0.3672, -0.2856], [0.0768, 0.5377, -0.0643], [0.1046, 1.7492, 2.4753], [-0.7971, -2.2304, -2.3759], [2.4867, -0.3248, -1.7543], [-1.0087, 1.8151, 1.0901], [-0.0620, 0.1927, -0.0593], [0.0482, -0.4581, -0.1586], [-0.1597, 0.2121, 0.4126], [-0.3615, -0.1674, -0.0757], [0.9017, 0.5442, -0.9598], [2.6600, -0.6558, 0.8674], [0.5867, -6.3973, 2.3371], [-3.8377, 3.2870, -0.9328], [-0.3766, 1.2423, -0.4851], [0.2606, 0.1136, -0.0906], [0.1208, 0.1441, -0.4217], [-0.5561, 0.5451, -0.2647], [-3.0837, -1.7179, 2.3755], [-1.0298, -0.8242, 1.9296], [-0.5887, 3.4188, -1.0096], [5.2597, -1.6622, -3.1400], [-0.7624, 1.0646, -0.0105], [0.2833, -0.6400, -0.0020], [-0.3145, 0.0536, 0.1799], [0.2360, 0.2965, -0.2128], [-2.3476, 4.0824, -2.2121], [-0.9839, 1.6216, -0.2121], [-1.3343, 1.4029, 1.7737], [4.7260, -7.6959, 0.9680], [-0.6901, 0.4056, 0.0991], [0.3409, -0.2318, 0.3464], [-0.1889, -0.0384, -0.1909], [0.0391, 0.4424, -0.1017]],
  "relative_energy_ev": 9.181,
  "gap_ev": 8.96
}

These records have calculated total energy values of -8405.0839; -79692.2197 eV, in the order they appear.